Record 1
Below is C47H59BF4GeN5OP2SSeY as an isolated structure, with properties calculated with wB97M-V/def2-TZVPD.

Structure (ORCA input):
```
! RIJCOSX wB97M-V def2-TZVPD def2/J DEFGRID3
* xyz 2 1
C -1.713 0.528 -3.746
C -0.013 -1.728 -3.821
B -1.319 -1.311 2.177
H -3.828 0.273 -3.465
C -3.050 0.865 -3.932
H -4.723 0.054 2.801
H -4.793 -3.587 -4.628
C -0.730 1.293 -4.377
H 4.513 -1.977 0.092
Ge -3.908 1.955 4.299
H -1.536 2.895 4.298
C 2.968 -2.821 -6.521
H -5.929 3.403 3.789
C 2.051 -2.447 0.810
N 1.305 -1.996 -3.290
Se -1.790 2.670 1.853
H -5.722 2.857 -2.362
N 3.722 2.019 2.106
H -2.914 -2.009 -4.748
C 2.280 1.708 4.291
C -4.299 -3.272 -3.720
C 4.250 -3.134 -6.109
N -4.493 1.910 -0.944
H -0.941 4.256 -0.895
H 2.710 -2.866 -7.570
C -2.412 2.694 -5.364
Y -0.635 0.390 0.166
C 5.675 0.358 -2.065
H -3.466 3.231 6.462
H -5.465 0.120 -1.458
S 1.708 1.958 0.452
H 3.854 -2.679 -2.789
C -3.685 4.543 -1.583
C 2.362 1.912 2.017
H 0.091 -1.076 -4.687
C 1.813 -3.819 0.824
F -1.691 -1.945 3.280
H -1.443 1.189 3.864
C -5.503 2.905 -1.289
H -4.878 2.184 6.628
P -1.171 -0.844 -2.658
H -0.523 -2.644 -4.152
F -0.924 -2.086 1.069
H -4.879 4.322 0.190
H 4.456 1.616 -3.304
C 3.276 0.319 -2.075
H 4.160 1.757 5.389
H 6.606 0.760 -2.441
C 4.384 1.974 3.277
H -0.203 4.493 1.165
H 5.460 2.069 3.239
C -1.388 3.693 -1.719
C -4.090 -3.363 -1.324
C 2.529 -1.838 1.970
C 3.277 -0.703 -1.127
C 2.548 -3.949 3.112
H 2.715 -0.772 1.970
H -0.302 2.933 -5.685
C -2.594 -1.975 -2.615
H -1.328 4.295 -2.626
C -4.651 0.206 3.877
C -2.005 2.108 3.708
H -6.414 2.648 -0.751
C 2.282 -2.400 -4.240
C 4.492 -1.175 -0.635
H -4.439 2.182 -4.896
C -4.727 -3.759 -2.489
C -4.928 3.336 3.365
H -3.828 4.758 -2.646
H 1.424 -4.328 -0.047
C -3.395 1.943 -4.737
C 3.673 1.805 4.428
H 4.231 2.110 1.229
H -0.825 2.781 -1.901
C -4.974 0.581 -0.599
H 5.536 -3.336 -4.403
H -3.259 1.489 6.715
H 2.332 0.694 -2.456
C -1.074 2.365 -5.185
C -5.006 4.279 -0.893
C -3.191 2.174 -1.087
H 0.368 -3.127 -1.781
C 1.329 -2.641 -1.988
C -3.868 2.247 6.224
H -5.691 0.663 0.217
F -0.225 -0.371 2.356
C 4.466 0.840 -2.552
H -2.520 -2.184 -0.473
O -2.331 1.245 -0.882
H 3.162 -2.096 4.001
H 2.095 -3.417 -1.964
C 3.578 -2.725 -3.830
H -5.554 -4.455 -2.443
H -5.729 5.039 -1.181
H 2.743 -4.533 4.001
H -4.455 4.314 3.448
H -5.018 3.082 2.308
H -4.041 -0.593 4.297
H 1.654 1.580 5.166
C 2.061 -4.564 1.970
P 1.670 -1.403 -0.635
H 1.873 -5.628 1.966
H -1.102 4.949 2.635
C 2.782 -2.580 3.110
H 6.626 -1.024 -0.730
H -5.651 0.136 4.304
H 0.270 3.802 2.736
H -4.151 -0.047 -0.284
C -3.026 -2.473 -1.389
C -3.236 -2.388 -3.785
H 0.996 -2.267 -5.977
F -2.338 -0.440 1.593
H -2.686 3.518 -6.009
N -2.782 3.397 -1.450
C 5.686 -0.641 -1.103
C 4.542 -3.090 -4.753
H 0.320 1.036 -4.259
H -4.412 -3.752 -0.368
C -0.565 4.149 2.132
H -3.186 5.404 -1.134
C 1.988 -2.466 -5.603
N 1.645 1.768 3.136
H 5.006 -3.417 -6.827
*
```

Computed properties:
Relative energy (zero: lowest compared OMol25 entry of this formula, charge and spin) = 0.0 kJ/mol
HOMO = -11.85 eV
Gap between HOMO and LUMO = 6.41 eV
E_tot = -223058.92514 eV

---

Record 2
Below is an isolated molecule of C3H7OP, with properties calculated with wB97M-V/def2-TZVPD.

Structure (ORCA input):
```
! RIJCOSX wB97M-V def2-TZVPD def2/J DEFGRID3
* xyz 0 1
H -0.688 -1.076 -1.374
C -1.127 0.884 -0.240
H 0.843 -1.630 0.861
H -1.843 1.229 -0.929
P 2.185 -0.123 -0.523
H -1.448 -1.085 0.192
C 0.592 -0.735 0.389
H 0.761 -0.010 1.229
O 3.201 0.229 0.450
H -0.373 1.608 -0.590
C -0.742 -0.568 -0.302
H -1.361 1.277 0.836
*
```

Computed properties:
Relative energy (zero: lowest compared OMol25 entry of this formula, charge and spin) = 67.1 kJ/mol
HOMO = -8.94 eV
SMILES = CCCP=O
Gap between HOMO and LUMO = 8.49 eV
E_tot = -14559.52389 eV

---

Record 3
Below is a 2-piece molecular cluster, C3H10NO3 overall, with properties calculated with wB97M-V/def2-TZVPD.

Structure (ORCA input):
```
! RIJCOSX wB97M-V def2-TZVPD def2/J DEFGRID3
* xyz 1 1
N 0.111 1.872 1.331
H -1.072 -0.722 2.173
H 0.945 -3.384 0.612
H -0.612 -1.377 0.686
H 0.009 1.643 2.326
C -0.681 0.807 0.583
C 0.007 0.677 -0.772
H 1.137 1.731 1.332
H 0.597 -0.628 1.608
H -1.749 1.074 0.533
O 0.521 -3.139 -0.216
H -0.081 2.804 0.961
H 0.696 -3.867 -0.830
C -0.453 -0.500 1.295
O -0.658 -0.163 -1.571
O 0.960 1.341 -1.051
H -0.371 -0.186 -2.496
*
```

Computed properties:
Relative energy (zero: lowest compared OMol25 entry of this formula, charge and spin) = 116.5 kJ/mol
HOMO = -14.80 eV
Gap between HOMO and LUMO = 11.30 eV
E_tot = -10899.25649 eV

---

Record 4
Below is a 14-piece molecular cluster, C52H82F9N16O2S3 overall, with properties calculated with wB97M-V/def2-TZVPD.

Structure (ORCA input):
```
! RIJCOSX wB97M-V def2-TZVPD def2/J DEFGRID3
* xyz 1 1
H -5.133 8.028 0.087
H -2.973 10.010 7.749
H 3.580 7.525 -5.466
H 0.318 7.132 5.828
H -3.474 8.609 0.176
C 1.401 1.158 -1.213
N 4.069 -1.802 -1.858
N -5.325 11.138 0.758
H -1.134 3.359 -1.313
C 0.806 2.534 5.481
C 0.939 -9.218 1.702
H 2.586 0.546 -3.040
H 5.402 -6.443 0.348
H -3.664 11.825 2.408
C -0.009 3.328 -1.049
H 2.743 -8.909 -1.005
H 5.884 1.207 -3.282
H 4.055 -6.870 -1.270
H 1.948 -8.085 -2.447
O 6.031 0.421 -1.021
C -3.410 -7.711 -2.775
H -0.493 -0.662 3.302
C -4.942 10.051 0.712
H 1.571 -0.978 0.510
C -5.422 -5.089 -5.977
C 0.730 -2.401 3.242
H -3.290 8.399 8.384
C 5.227 -4.142 -1.698
C -4.455 8.670 0.654
H -0.859 -12.199 6.129
N -3.418 10.371 10.881
H 3.174 -5.549 -3.049
H -7.827 9.792 0.535
H -9.696 -1.855 -4.235
H 0.007 -8.656 -0.830
H 3.596 1.070 -1.525
H -5.084 -4.772 -4.987
N 1.369 -3.282 -1.799
H 3.295 7.331 -3.740
H 5.440 -2.037 -3.481
H 3.824 -3.485 -3.291
C 3.922 -3.278 -2.157
C 2.510 -5.489 -2.109
H -10.320 -3.474 -4.531
C -3.904 -6.335 -2.682
C 0.822 2.374 -2.088
C -8.748 10.216 0.940
H 6.114 -5.241 1.698
C 2.954 -6.636 -1.078
N 3.259 4.395 -4.973
C -9.805 9.206 1.049
F -1.669 5.936 -0.954
C -8.423 -3.087 -5.408
N -4.293 -5.254 -2.611
H 1.047 2.964 6.457
F 0.165 7.216 -0.507
H 0.577 -1.335 -2.136
N 0.541 -12.201 3.271
C -2.207 -2.157 -1.847
H 0.264 -6.837 -0.727
H 1.856 -1.882 -3.329
C -1.242 -11.881 5.157
H 8.969 1.259 -3.883
C -0.244 1.518 5.583
H -9.043 11.038 0.283
F -1.767 4.406 1.287
N -0.080 5.571 8.576
H 1.804 1.629 -0.235
H -8.505 10.650 1.912
C 2.118 -8.007 -1.311
H 0.508 3.358 4.829
H 0.041 2.859 -0.004
H -1.541 -10.834 5.251
H -2.438 -7.756 -3.272
F 1.920 4.965 -0.837
C 5.658 -5.378 0.650
H 5.318 -3.229 0.476
S -1.313 -3.765 -1.588
H 1.145 -6.769 4.367
N -1.066 0.714 5.658
N 8.988 3.233 -6.382
H 0.196 -2.515 -0.065
H 2.703 -4.089 -0.338
O 7.483 -0.453 -2.762
H -2.354 12.968 2.681
C 9.758 1.917 -4.255
C 0.751 -7.859 -0.492
N -7.649 -3.231 -6.249
F 0.315 6.970 1.839
H 10.630 1.293 -4.462
H 0.956 -5.766 1.739
H 1.062 -9.685 4.090
H -4.095 -8.346 -3.342
H 1.730 2.116 5.075
C -0.047 5.807 7.450
H 3.204 -0.129 0.502
N -2.753 11.414 5.434
C -0.388 5.908 -0.313
H -2.147 -12.461 4.959
H -4.357 8.237 1.652
C -0.005 6.105 6.016
H 0.867 -0.634 4.415
H -2.124 -1.540 -0.888
C 2.649 -1.088 0.168
H 1.136 -0.389 2.694
H 3.214 -1.963 0.631
H 1.419 -5.625 -2.445
H 6.158 -3.602 -2.119
H 4.709 -1.749 -1.028
C -3.125 9.913 9.867
H 2.755 -6.278 -0.009
C 2.982 6.985 -4.728
F -1.959 6.732 1.438
H -3.291 -8.162 -1.786
C 0.969 -6.891 1.944
H 5.232 -5.184 -2.170
F -0.944 5.518 3.145
H -4.352 -1.602 -1.578
H 0.909 -10.261 1.232
C -5.258 -6.533 -6.165
C 1.064 -7.368 3.403
H 1.623 2.970 -2.645
N 0.873 -3.533 3.098
C -9.408 -2.903 -4.339
H 0.600 0.415 -0.890
H 0.565 -4.397 -0.159
C 4.815 -1.189 -3.003
H 4.140 -0.822 -3.866
N 0.889 -7.959 0.979
H 0.687 5.447 5.486
S -0.668 5.634 1.504
H -1.992 11.280 2.343
N -10.634 8.413 1.134
C 3.138 5.535 -4.866
H -1.684 9.102 8.531
F 0.395 5.211 -2.493
C 9.326 2.655 -5.446
H -3.879 -1.991 -3.332
C 5.421 -4.215 -0.117
C 2.703 0.444 -1.901
H 1.942 7.292 -4.866
C -2.722 11.647 4.307
C 0.507 4.850 -1.096
S 6.089 0.080 -2.485
C -3.760 -2.322 -2.235
H -6.470 -4.785 -6.074
C 1.584 -1.864 -2.201
H 10.029 2.592 -3.440
C -0.244 -12.063 4.100
H -0.986 5.984 5.551
H -4.851 -4.519 -6.712
H -1.687 -1.588 -2.690
C -2.681 11.943 2.872
C 1.033 -8.926 3.239
C 0.552 -0.958 3.422
F 0.629 4.618 1.703
H -9.017 -3.231 -3.373
C -2.751 9.330 8.576
C 0.336 -3.433 -0.731
H -4.141 -3.394 -2.082
C 2.653 -3.984 -1.474
C 2.796 -1.114 -1.459
H 0.015 1.949 -2.794
N -5.127 -7.668 -6.311
*
```

Computed properties:
HOMO = -9.22 eV
Gap between HOMO and LUMO = 5.15 eV
E_tot = -140129.93412 eV

---

Record 5
Below is an isolated molecule of C4H9NO, with properties calculated with wB97M-V/def2-TZVPD.

Structure (ORCA input):
```
! RIJCOSX wB97M-V def2-TZVPD def2/J DEFGRID3
* xyz 0 1
N 0.405 0.131 -0.070
H -0.065 0.501 -2.126
H -1.345 -0.971 -0.558
O -1.450 -2.437 1.653
C -0.821 -0.551 0.312
H 0.360 1.537 1.479
C 0.463 1.506 0.390
H 0.752 -1.043 -1.770
H 1.434 1.943 0.130
C 0.695 0.014 -1.487
H -1.543 0.123 0.800
H -0.327 2.142 -0.052
C -0.579 -1.686 1.291
H 0.467 -1.761 1.659
H 1.664 0.475 -1.702
*
```

Computed properties:
Relative energy (zero: lowest compared OMol25 entry of this formula, charge and spin) = 171.4 kJ/mol
HOMO = -8.90 eV
SMILES = CN(C)CC=O
Gap between HOMO and LUMO = 9.85 eV
E_tot = -7830.54395 eV

---

Record 6
Below is C50H40BCl2F2MoN8O6 as an isolated structure, with properties calculated with wB97M-V/def2-TZVPD.

Structure (ORCA input):
```
! RIJCOSX wB97M-V def2-TZVPD def2/J DEFGRID3
* xyz 1 3
H -0.354 9.962 1.657
H 2.293 -2.030 -1.021
O 0.111 -3.577 1.448
C -1.270 -0.716 5.215
H -0.717 2.647 -6.178
N -5.153 -0.475 2.996
H -0.214 5.170 -2.163
N -0.062 -6.007 0.406
H -0.230 7.638 3.569
C -2.546 -4.587 -1.791
Cl 2.340 -5.501 -1.348
C -0.785 -6.786 -1.753
H 3.550 4.414 3.115
N 1.450 1.499 1.780
C 1.690 -2.304 -3.113
C 0.543 0.894 3.895
C -0.865 -5.892 -0.639
H -1.478 -7.213 -3.707
C 0.703 7.887 3.058
C -0.658 0.295 5.925
H 1.459 7.145 3.328
C -4.547 -0.357 2.027
H 1.786 -4.299 -3.896
H 2.167 9.378 1.442
H -2.918 3.082 -5.133
C 1.002 -6.948 0.510
C -2.410 -5.434 -2.891
C -0.602 8.982 1.240
C -1.851 0.580 -3.118
C -2.269 2.316 -4.730
O 2.899 -1.769 1.423
C 0.520 7.976 1.542
C 2.952 3.597 2.731
N 0.219 -0.662 -3.156
C -0.855 -3.047 0.897
H 1.033 8.855 3.439
O -0.976 2.943 -0.602
H 1.831 -9.684 2.325
O -0.957 -1.837 0.503
O 0.448 0.211 -1.045
H 3.132 -3.832 -2.850
C -2.058 -3.961 0.582
N 0.835 -1.635 -3.917
H 3.882 -9.471 0.942
C 2.925 3.327 1.370
H 3.037 -3.213 -4.505
C -4.270 -0.730 -0.432
H -0.617 -1.539 -5.406
H -3.262 -3.774 -1.813
H -2.953 -3.372 0.424
C 1.689 -1.740 -1.865
C 0.238 1.083 5.238
H -0.003 -3.163 -5.085
C 1.931 -8.890 1.598
H -2.203 -4.598 1.457
C 2.170 2.260 0.941
H 4.097 -7.613 -0.685
H 2.621 7.724 1.010
C 1.834 8.477 0.923
H -3.005 -5.252 -3.777
H 0.989 -1.994 -5.983
C 3.073 -8.762 0.824
H 0.430 7.297 -1.080
F 0.811 2.087 5.936
C 1.437 1.769 3.109
H 2.235 3.017 4.659
C 2.453 -3.478 -3.622
C 0.273 -2.113 -5.171
Mo 0.403 -0.249 1.123
N -4.616 -1.165 -1.440
H 2.120 1.980 -0.103
C -2.671 1.574 -3.627
C -2.609 0.398 0.819
C 0.903 -7.979 1.439
H -1.546 8.652 1.679
F -2.152 -1.499 5.855
H -0.749 9.097 0.165
C -0.598 4.378 1.107
C -0.089 -0.164 3.195
C -0.248 5.545 1.742
H -0.013 -5.148 1.044
H -0.872 0.470 6.970
C -0.227 5.277 -1.086
C -3.789 -0.210 0.816
C 2.213 2.818 3.601
O -0.991 3.175 1.686
H -3.633 1.764 -3.167
H -1.526 -1.777 3.401
C 0.138 6.462 -0.455
C 0.761 -0.668 -1.899
H 3.480 3.921 0.658
C 0.138 6.621 0.937
H -0.107 -7.628 -1.716
C -0.588 4.238 -0.263
H 0.776 0.910 -5.240
H -0.260 5.596 2.822
C 2.166 -6.823 -0.245
N 1.888 -1.168 1.302
H 1.721 8.732 -0.132
Cl -0.529 -8.111 2.397
C -1.822 -4.804 -0.640
C -1.036 2.068 -5.321
C 3.199 -7.730 -0.095
C -1.544 -6.548 -2.856
C -1.009 -0.952 3.879
B -1.166 2.349 0.610
C -0.202 1.087 -4.806
N -1.537 0.929 0.819
H -2.155 -0.023 -2.273
C -0.621 0.346 -3.710
*
```

Computed properties:
Relative energy (zero: lowest compared OMol25 entry of this formula, charge and spin) = 0.0 kJ/mol
HOMO (alpha / beta) = -9.59 / -9.60 eV
Expectation value of S² = 2.166
Gap between HOMO and LUMO (alpha / beta) = 7.25 / 4.10 eV
E_tot = -109713.44909 eV